1.
45
Properties=species:S:1:pos:R:3 method="wB97M-V/def2-TZVPD" spin_multiplicity=8 mol_weight_da=716.81 gap_ev="4.86 / 5.69" fmax_ev_per_a=2.55 energy_ha=-3122.5452 total_charge=+2 relative_energy_kcal_mol=128.21
I -0.00247 -0.45972 -6.85724
I -0.00239 2.22310 -7.15458
Gd -0.01633 1.30513 -0.66697
P -2.48858 1.36371 -0.46535
C -3.28750 1.17754 -2.02650
C -3.02333 0.04038 0.60712
H -4.10396 0.14199 0.70722
H -4.09919 2.81983 0.39542
H -2.53848 0.11349 1.58891
H -2.53188 3.04591 1.24604
H -3.01273 0.22645 -2.50227
H -2.77875 -0.93782 0.17560
C -3.01663 2.89263 0.27329
H -4.35898 1.20158 -1.83024
H -2.76955 3.74378 -0.37649
H -3.01129 1.99366 -2.70824
P 2.45469 1.34887 -0.44866
C 3.26496 1.16369 -2.00330
C 2.98605 2.87590 0.29841
H 2.48837 0.09640 1.60458
H 4.05630 0.11722 0.73335
H 2.72576 -0.95322 0.19154
C 2.97579 0.02359 0.62465
H 2.49282 3.03082 1.26651
H 4.06695 2.79625 0.43037
H 4.33486 1.18416 -1.79921
H 2.99604 1.98055 -2.68613
H 2.75001 3.72888 -0.35301
H 2.99085 0.21351 -2.48091
Cl -0.02841 1.65341 1.81838
N -0.49375 -3.14901 -0.39061
C -0.44209 -1.92181 -0.89001
N -0.07696 -1.01610 0.03542
C 0.11999 -1.73587 1.24725
C 0.49663 -1.38076 2.54485
C 0.57413 -2.37433 3.51017
C 0.29359 -3.69807 3.20906
C -0.07561 -4.07690 1.91980
C -0.14404 -3.07257 0.97957
H -0.74495 -4.03524 -0.84823
H -0.67452 -1.68380 -1.90966
H 0.73336 -0.36582 2.83847
H 0.86585 -2.09164 4.52376
H 0.35890 -4.45765 3.98422
H -0.30350 -5.09211 1.64366

2.
45
Properties=species:S:1:pos:R:3 method="wB97M-V/def2-TZVPD" spin_multiplicity=5 mol_weight_da=662.46 gap_ev="3.84 / 5.70" fmax_ev_per_a=6.24 energy_ha=-2467.4329 total_charge=+2 relative_energy_kcal_mol=0.00
I -0.07963 1.22452 -4.29426
I -0.44769 -1.25531 -4.36272
Rh 0.68067 -0.13977 0.85291
P -2.77362 0.06946 -0.38196
C -3.58861 0.21770 1.23367
C -3.40741 1.32715 -1.51940
H -4.48176 1.17001 -1.46892
H -4.07851 -1.72194 -1.08545
H -3.01638 1.24454 -2.54461
H -2.52512 -1.79144 -2.02340
H -2.94045 0.76086 1.92006
H -3.19710 2.33833 -1.13561
C -2.99129 -1.57859 -1.02683
H -4.56372 0.73966 1.12068
H -2.59998 -2.28903 -0.30836
H -3.79853 -0.78004 1.66770
P 2.51301 -0.03412 -0.01190
C 3.67550 -0.17954 1.39318
C 2.99469 -1.33817 -1.19374
H 2.65692 1.34149 -1.98516
H 4.13059 1.50136 -0.99968
H 2.63696 2.33347 -0.52719
C 3.02998 1.42208 -0.97052
H 2.45189 -1.19338 -2.13354
H 4.06491 -1.34160 -1.39562
H 4.67762 -0.49544 1.10872
H 3.22032 -0.90920 2.06374
H 2.72130 -2.31472 -0.79664
H 3.70548 0.78298 1.90779
Cl -0.62220 0.18876 -0.98378
N -0.40981 -0.71995 4.82578
C -0.38615 -1.12136 3.53048
N 0.10312 -0.10117 2.77067
C 0.37477 1.01090 3.61146
C 1.11283 2.17159 3.37713
C 1.52452 2.89420 4.52421
C 1.23819 2.44392 5.83754
C 0.51378 1.26644 6.04047
C 0.06207 0.59790 4.90189
H -0.69123 -1.22546 5.65112
H -0.74899 -2.07627 3.17888
H 1.31770 2.45300 2.33024
H 2.07896 3.82562 4.38223
H 1.58776 2.99913 6.71313
H 0.27165 0.85295 7.02873